# 1
This record from the OMol25 dataset describes C6H8O2 in the gas phase in a non-equilibrium geometry. The level of theory is wB97M-V/def2-TZVPD.

Positions of all 16 atoms, in Å:
C 2.19251 1.13625 0.97624
C 1.14455 0.46302 0.46562
C -0.22832 -0.15355 -1.48818
C -1.42928 -0.73701 -0.63119
C -1.30702 -0.09471 0.77718
C 0.09401 -0.40119 0.91626
H 2.93376 1.62735 0.36458
H 2.39157 0.85855 2.01204
H 0.56204 -0.92237 -1.85157
H -0.64517 0.59495 -2.24046
H -1.53833 -1.69745 -0.54914
H -2.47478 -0.39367 -1.01514
H -1.51087 0.99197 1.14031
H 0.21147 -1.22798 -0.06007
O 0.47711 0.86500 -0.73786
O -0.87324 -0.90914 1.92138

Properties
Relative energy (zero: lowest compared OMol25 entry of this formula, charge and spin) = 687.4 kJ/mol
Total charge = 0



# 2
This record from the OMol25 dataset describes C40H22CeN9 as an isolated structure in a non-equilibrium geometry. The level of theory is wB97M-V/def2-TZVPD.

Positions of all 72 atoms, in Å:
Ce -0.56446 2.37275 -0.01629
C 1.16233 -2.99139 2.62657
C 1.66326 -2.06202 3.54024
C 1.34934 -0.72369 3.40533
C 0.53484 -0.37268 2.34520
C -0.04837 0.89603 1.96996
N 0.79176 2.02160 1.76874
C 1.76464 1.31535 0.91009
C 2.95567 0.61636 1.16361
C 3.97209 0.74096 2.13151
C 4.94796 -0.21767 2.16759
C 4.93561 -1.32229 1.27410
C 3.94265 -1.48129 0.34522
C 2.93072 -0.50300 0.27325
C 1.70687 -0.46122 -0.45887
N 1.17464 -1.57242 -1.13502
C 0.05193 -2.16080 -1.11667
N -1.22385 -1.86136 -0.42912
C -2.18779 -2.76033 -0.79318
N -3.50104 -2.58337 -0.92474
C -3.78234 -1.27713 -0.93692
N -3.20600 -0.44725 -0.06307
C -2.51583 0.30774 -0.96471
N -1.19871 0.35220 -0.83671
C -0.95543 -0.57196 0.43914
N -1.26151 0.73476 1.40020
C 0.08385 -1.25508 1.39038
C 0.37136 -2.61204 1.55419
C -3.29328 0.48233 -2.24475
C -3.19893 1.30476 -3.34220
C -4.09393 1.07415 -4.38949
C -4.99132 0.01429 -4.34375
C -5.03359 -0.85551 -3.25176
C -4.19840 -0.57321 -2.19762
C -1.49863 -3.88070 -1.45940
C -2.00813 -5.07811 -1.93195
C -1.15192 -5.89543 -2.65530
C 0.15741 -5.49411 -2.92992
C 0.64656 -4.27377 -2.48263
C -0.19639 -3.48146 -1.72947
N 1.13535 0.72241 -0.17127
H 1.38733 -4.04198 2.75516
H 2.27987 -2.39530 4.36437
H 1.69828 0.02571 4.10433
H 3.98089 1.57651 2.82123
H 5.75199 -0.13270 2.88762
H 5.72948 -2.05508 1.33938
H 3.92565 -2.33364 -0.32353
H 0.01356 -3.38670 0.89143
H -2.46575 2.09958 -3.40474
H -4.08182 1.72040 -5.25674
H -5.65626 -0.15236 -5.18083
H -5.70241 -1.70636 -3.23515
H -3.03565 -5.35697 -1.73689
H -1.50421 -6.84996 -3.02509
H 0.79761 -6.14661 -3.50952
H 1.65280 -3.94267 -2.70572
C -1.28870 4.71906 -0.44937
C -0.27231 5.00392 0.56267
C -0.57090 4.89673 1.93035
C 0.41282 5.01607 2.89279
C 1.73054 5.23846 2.50987
C 2.05199 5.36946 1.16045
C 1.06354 5.24706 0.20169
C 2.76656 5.31346 3.51337
N 3.59396 5.37205 4.30748
H -1.08859 5.19083 -1.40741
H -2.29953 4.93498 -0.10850
H -1.59956 4.73889 2.23385
H 0.17050 4.92177 3.94274
H 3.07526 5.56966 0.87078
H 1.31411 5.35933 -0.84655

Properties
Relative energy (zero: lowest compared OMol25 entry of this formula, charge and spin) = 38.1 kJ/mol
Total charge = +1



# 3
This record from the OMol25 dataset describes a 2-piece molecular cluster, C9H13NO overall in a non-equilibrium geometry. The level of theory is wB97M-V/def2-TZVPD.

Positions of all 24 atoms, in Å:
C 2.22694 0.90705 -1.18945
C 1.93539 -0.43339 -0.53900
O 0.84459 -0.92378 -0.40296
N 3.08814 -1.03361 -0.04804
H 2.96335 -1.57561 0.78925
H 4.03298 -0.81856 -0.27174
H 2.86121 0.89024 -2.08166
H 2.89196 1.45946 -0.52387
H 1.26888 1.41581 -1.28345
C -1.12398 -1.41431 2.03925
C -1.24860 -0.47287 0.86420
C -1.90686 -0.87188 -0.28885
C -0.97523 0.89009 1.03428
C -2.13582 0.02091 -1.34568
C -1.20546 1.77633 0.01139
C -1.83480 1.35425 -1.16806
H -0.56715 -2.30939 1.72239
H -2.13392 -1.80041 2.18445
H -2.11679 -1.91397 -0.48717
H -0.54523 1.17827 1.99213
H -2.72715 -0.36368 -2.17092
H -1.01277 2.83456 0.12237
H -2.02276 2.20139 -1.82279
H -0.55691 -0.99689 2.86393

Properties
Relative energy (zero: lowest compared OMol25 entry of this formula, charge and spin) = 87.7 kJ/mol
Total charge = 0



# 4
This record from the OMol25 dataset describes a 8-piece molecular cluster, C24H24F8O24 overall in a non-equilibrium geometry. The level of theory is wB97M-V/def2-TZVPD.

Positions of all 80 atoms, in Å:
C -1.97204 -1.24677 7.58619
C -1.09540 -2.43012 7.36110
O -0.22973 -1.87521 6.36903
C -0.81514 -0.85635 5.71004
O -0.25864 -0.32615 4.71697
O -1.98919 -0.56940 6.33982
F -1.88486 -3.32408 6.76501
H -1.45816 -0.63847 8.33051
H -2.99517 -1.45584 7.89859
H -0.64957 -2.82514 8.27394
C 1.77067 5.24262 0.67456
C 0.39838 5.17927 1.38227
O 0.66109 5.97704 2.60645
C 1.65085 6.73946 2.45053
O 2.05171 7.51814 3.32722
O 2.35684 6.31950 1.43289
F 0.28457 3.92011 1.73959
H 1.73104 5.54668 -0.37142
H 2.31170 4.29685 0.64421
H -0.46779 5.52773 0.81978
C 1.28497 -2.91147 3.34938
C 2.46410 -3.89323 3.81234
O 1.69587 -4.90533 4.49180
C 0.30998 -4.72619 4.22995
O -0.50766 -5.47823 4.69507
O 0.08563 -3.52070 3.71683
F 3.17044 -3.19878 4.71966
H 1.43967 -2.58493 2.32102
H 1.23615 -1.97476 3.90462
H 2.92595 -4.18785 2.86999
C -0.17985 4.65269 -3.25632
C -1.29398 5.55534 -3.69968
O -0.96283 6.81072 -3.23472
C 0.02166 6.71153 -2.41978
O 0.47060 7.64526 -1.75740
O 0.53557 5.42437 -2.37282
F -2.42517 5.16955 -3.04930
H 0.60185 4.57543 -4.01201
H -0.56052 3.70255 -2.88162
H -1.42122 5.43117 -4.77508
C -3.05457 -2.94257 -4.44151
C -3.12324 -2.03044 -5.65374
O -2.68419 -0.76854 -5.26478
C -2.34029 -0.77150 -4.06616
O -1.87848 0.15139 -3.44533
O -2.20887 -2.01678 -3.65449
F -4.35392 -1.85815 -6.16516
H -2.55801 -3.84644 -4.79443
H -3.99788 -3.17762 -3.94854
H -2.49589 -2.54408 -6.38224
C -0.28328 -5.43448 -2.11544
C 0.89906 -4.56500 -2.05908
O 0.83139 -4.07620 -0.79033
C -0.44984 -4.02841 -0.33145
O -0.78442 -3.59295 0.72601
O -1.15530 -4.70693 -1.22551
F 0.75457 -3.56565 -2.91278
H -0.11555 -6.43349 -1.71302
H -0.79672 -5.36074 -3.07409
H 1.83584 -5.06518 -2.30477
C 1.94249 0.08281 -3.90769
C 2.94964 -0.39835 -2.81704
O 2.94161 0.62767 -1.84848
C 2.22000 1.66524 -2.19251
O 2.03954 2.72875 -1.58366
O 1.59873 1.36949 -3.36806
F 4.15659 -0.30992 -3.24059
H 1.03729 -0.51583 -4.00945
H 2.36774 0.20525 -4.90381
H 2.66715 -1.37122 -2.41476
C -0.50610 -0.53427 -0.12692
C -0.86516 0.91005 -0.34814
O -0.34735 1.53944 0.72556
C 0.31853 0.68990 1.53768
O 1.00215 0.99354 2.55037
O 0.14474 -0.51263 1.06855
F -2.21067 1.12616 -0.21358
H 0.08425 -1.04794 -0.88570
H -1.42318 -1.08462 0.08326
H -0.45074 1.45322 -1.19743

Properties
Relative energy (zero: lowest compared OMol25 entry of this formula, charge and spin) = 548.3 kJ/mol
Total charge = 0